No. 1
Formula: C22H48BF4N5O3
Source: the OMol25 dataset
Level of theory: ωB97M-V/def2-TZVPD

As for the multiplicity: 1. Its energy above the lowest of the compared OMol25 structures with the same formula, charge and spin is 0.0000 eV. The calculation puts the LUMO energy at -0.17 eV.

Element x y z (Å)
C -0.764 -4.970 -0.928
C -2.031 -4.072 -0.756
C -1.753 -2.561 -0.938
N -2.912 -1.674 -1.306
C -4.032 -1.797 -0.372
C -3.282 -2.080 -2.695
C -4.011 -0.838 -3.293
C -3.317 0.318 -2.575
C -2.448 -0.338 -1.493
H -1.198 -5.910 -0.839
H -0.277 -4.741 0.180
H -0.055 -4.882 -1.779
H -2.462 -4.123 0.226
H -2.854 -4.271 -1.453
H -0.845 -2.499 -1.469
H -1.429 -2.137 0.091
H -4.855 -1.087 -0.671
H -3.761 -1.463 0.651
H -4.399 -2.760 -0.450
H -4.039 -2.916 -2.734
H -2.506 -2.333 -3.368
H -5.016 -0.946 -2.976
H -4.093 -0.957 -4.492
H -3.979 0.921 -2.115
H -2.760 0.969 -3.288
H -2.412 0.425 -0.753
H -1.369 -0.260 -1.788
B 0.535 0.346 0.511
F 0.665 -0.681 -0.228
F 1.634 0.411 1.416
F 0.456 1.553 -0.260
F -0.626 0.216 1.292
C 0.629 -0.010 4.981
C -0.009 -1.234 5.701
N -0.485 -2.006 6.298
H 1.208 0.477 5.786
H 1.307 -0.107 4.005
H -0.257 0.802 4.660
C 2.077 -0.753 -2.839
C 1.010 -1.150 -3.791
N 0.198 -1.477 -4.518
H 2.508 -1.488 -2.010
H 2.958 -0.577 -3.435
H 1.674 0.351 -2.316
C 3.363 3.562 -0.863
C 4.183 4.300 0.163
N 4.838 4.844 0.882
H 2.881 2.858 -0.201
H 2.614 4.230 -1.297
H 3.767 3.028 -1.596
C 4.724 0.208 3.146
C 5.924 0.492 2.203
N 6.712 0.593 1.403
H 3.736 0.791 2.895
H 4.616 -0.866 2.816
H 4.791 0.449 4.247
C 3.340 -3.218 1.736
C 2.120 -2.775 2.473
O 1.009 -2.561 1.721
H 3.190 -4.129 1.307
H 4.049 -3.542 2.496
H 3.605 -2.464 1.076
H 2.109 -1.882 3.222
H 2.142 -3.585 3.278
H 1.264 -1.865 1.266
C -1.289 3.765 -4.269
C -0.853 3.617 -2.900
O 0.052 2.523 -2.763
H -1.844 2.879 -4.616
H -0.439 3.811 -4.757
H -1.855 4.903 -4.384
H -1.563 3.482 -2.246
H -0.375 4.443 -2.662
H 0.340 2.176 -1.922
C -1.128 4.552 3.184
C -0.880 3.319 2.362
O -1.453 2.183 2.865
H -0.543 5.328 2.764
H -0.823 4.202 4.071
H -2.361 4.664 3.419
H 0.170 3.107 2.241
H -1.273 3.378 1.202
H -1.480 1.505 2.166


No. 2
Formula: C22H48Br6O5
Source: the OMol25 dataset
Level of theory: ωB97M-V/def2-TZVPD

As for the multiplicity: 1. Its energy above the lowest of the compared OMol25 structures with the same formula, charge and spin is 0.0000 eV. The calculation puts the LUMO energy at 0.19 eV. Its structure (SMILES) is c1ccccc1.BrCCBr.BrCCBr.BrCCBr.CCO.CCO.CCO.CCO.CCO.

Element x y z (Å)
Br 6.119 5.424 5.251
C 6.044 3.537 4.675
C 6.338 2.584 5.911
Br 6.514 0.739 5.192
H 6.761 3.347 3.877
H 5.009 3.413 4.357
H 5.498 2.428 6.587
H 7.210 2.746 6.544
Br 6.515 3.848 -5.097
C 7.271 2.356 -4.072
C 6.656 2.399 -2.696
Br 7.086 0.771 -1.756
H 8.358 2.398 -3.998
H 7.062 1.418 -4.587
H 5.569 2.455 -2.743
H 7.015 3.230 -2.087
Br -7.264 -4.718 5.468
C -5.686 -5.861 4.806
C -4.413 -5.016 4.423
Br -3.116 -6.141 3.483
H -6.049 -6.250 3.855
H -5.535 -6.723 5.455
H -4.006 -4.618 5.353
H -4.588 -4.175 3.753
C -8.649 -0.772 0.616
C -7.345 -0.574 0.917
C -6.505 -0.196 -0.115
C -6.909 -0.173 -1.432
C -8.233 -0.472 -1.770
C -9.083 -0.770 -0.759
H -9.447 -0.949 1.322
H -7.129 -0.535 1.974
H -5.486 0.044 0.153
H -6.243 0.106 -2.235
H -8.542 -0.516 -2.804
H -10.096 -0.953 -1.086
C -0.471 -2.491 -5.738
C -0.368 -1.075 -6.286
O -1.170 -0.270 -5.464
H -0.116 -2.579 -4.711
H 0.236 -3.072 -6.331
H -1.503 -2.812 -5.881
H -0.575 -0.881 -7.338
H 0.706 -0.900 -6.227
H -0.632 0.165 -4.798
C -0.738 7.040 -2.996
C 0.404 6.042 -3.115
O -0.026 4.776 -2.671
H -1.117 7.173 -1.983
H -1.484 6.857 -3.769
H -0.411 8.061 -3.198
H 1.261 6.280 -2.485
H 0.751 5.939 -4.143
H 0.075 4.644 -1.725
C -3.857 2.932 8.023
C -3.877 2.800 6.495
O -3.208 3.839 5.839
H -4.374 2.140 8.564
H -4.415 3.766 8.451
H -2.860 3.000 8.458
H -4.912 2.766 6.156
H -3.311 1.945 6.124
H -3.899 4.495 5.718
C 6.699 -6.213 -4.758
C 5.450 -5.652 -4.002
O 5.369 -4.281 -4.234
H 7.627 -5.789 -4.377
H 6.683 -5.810 -5.771
H 6.745 -7.300 -4.694
H 5.671 -5.831 -2.950
H 4.519 -6.177 -4.219
H 5.815 -3.852 -3.500
C 1.948 -2.411 0.877
C 1.512 -1.016 0.275
O 1.433 0.058 1.157
H 2.740 -2.099 1.558
H 2.165 -3.208 0.166
H 1.171 -2.719 1.577
H 0.520 -1.076 -0.172
H 2.141 -0.770 -0.581
H 0.988 -0.265 1.944


No. 3
Formula: C22H48BrN5O8S
Source: the OMol25 dataset
Level of theory: ωB97M-V/def2-TZVPD

As for the multiplicity: 1. The calculation puts the LUMO energy at 0.58 eV. Its structure (SMILES) is C[C@@H](Br)C[C@H]1CCCS(=O)(=O)O1.CNC(C)=O.CNC(C)=O.CNC(C)=O.CNC(C)=O.CNC(C)=O.

Element x y z (Å)
C 2.044 0.463 2.702
C 2.108 -0.344 1.431
Br 3.057 -2.044 1.767
C 0.745 -0.591 0.756
C -0.462 -0.157 1.552
C -1.640 -0.066 0.605
C -2.886 0.465 1.283
C -3.125 -0.213 2.661
S -2.128 -1.669 2.848
O -2.204 -2.074 4.208
O -2.499 -2.674 1.911
O -0.659 -1.143 2.622
H 3.002 0.398 3.210
H 1.290 0.115 3.394
H 1.914 1.505 2.447
H 2.727 0.181 0.722
H 0.750 -0.160 -0.231
H 0.643 -1.658 0.603
H -0.353 0.832 1.984
H -1.805 -1.001 0.085
H -1.337 0.645 -0.148
H -2.897 1.542 1.378
H -3.725 0.210 0.652
H -2.787 0.459 3.438
H -4.160 -0.471 2.819
C -0.459 5.087 4.124
C 0.212 3.735 4.187
O 0.338 3.028 3.199
N 0.677 3.319 5.392
C 0.620 4.011 6.666
H -0.772 5.269 3.102
H -1.337 5.111 4.770
H 0.233 5.874 4.426
H 1.110 2.409 5.363
H 1.630 4.169 7.049
H 0.066 3.411 7.390
H 0.132 4.974 6.563
C -2.230 1.041 -3.728
C -3.303 1.111 -2.667
O -3.052 1.447 -1.516
N -4.563 0.786 -3.037
C -5.025 0.371 -4.353
H -1.281 1.325 -3.283
H -2.142 0.026 -4.118
H -2.458 1.721 -4.550
H -5.234 0.851 -2.288
H -5.779 1.070 -4.713
H -5.473 -0.623 -4.285
H -4.213 0.347 -5.063
C 0.953 -3.313 -2.884
C 1.892 -2.241 -2.391
O 1.507 -1.111 -2.123
N 3.198 -2.564 -2.240
C 3.852 -3.835 -2.492
H -0.048 -2.896 -2.945
H 1.250 -3.660 -3.875
H 0.938 -4.158 -2.195
H 3.758 -1.799 -1.899
H 4.309 -4.202 -1.572
H 4.636 -3.706 -3.240
H 3.142 -4.572 -2.851
C 5.867 -5.682 5.784
C 5.555 -4.767 4.622
O 5.772 -5.095 3.467
N 5.017 -3.553 4.910
C 4.693 -2.998 6.209
H 6.287 -6.603 5.394
H 6.594 -5.221 6.453
H 4.961 -5.918 6.343
H 4.830 -2.992 4.093
H 3.627 -2.769 6.259
H 5.251 -2.073 6.368
H 4.939 -3.696 7.003
C -3.066 1.754 -9.054
C -3.563 2.308 -7.741
O -4.207 1.630 -6.953
N -3.269 3.602 -7.454
C -2.522 4.554 -8.256
H -3.381 0.718 -9.132
H -3.486 2.312 -9.891
H -1.978 1.795 -9.102
H -3.630 3.909 -6.565
H -1.648 4.901 -7.702
H -3.148 5.416 -8.489
H -2.190 4.103 -9.184


Looking at DFT total energy for the records above, in order, we have -1790.69185 -16687.17926 -4715.03293 a.u..
Looking at maximum force for the records above, in order, we have 12.40 3.55 1.49 eV/Å.
Looking at HOMO for the records above, in order, we have -0.346 -0.337 -0.335 Eh.